{
  "formula": "C57H67O3P2Sr",
  "method": "ωB97M-V with the def2-TZVPD basis set",
  "symbols": ["Sr", "C", "C", "C", "C", "C", "C", "C", "C", "C", "C", "C", "C", "C", "C", "C", "C", "C", "H", "H", "H", "H", "H", "H", "H", "H", "H", "H", "H", "H", "H", "H", "H", "H", "H", "H", "H", "H", "H", "H", "H", "H", "H", "H", "H", "H", "H", "C", "O", "C", "C", "O", "C", "H", "H", "H", "H", "H", "H", "H", "H", "H", "H", "O", "C", "C", "C", "C", "C", "C", "P", "C", "C", "C", "C", "C", "C", "C", "C", "C", "C", "C", "C", "C", "C", "C", "C", "C", "C", "P", "C", "C", "C", "C", "C", "C", "C", "C", "C", "C", "C", "C", "H", "H", "H", "H", "H", "H", "H", "H", "H", "H", "H", "H", "H", "H", "H", "H", "H", "H", "H", "H", "H", "H", "H", "H", "H", "H", "H", "H"],
  "positions_angstrom": [[-0.24044, -0.70317, 0.14701], [-1.48129, -3.08726, -0.66028], [-2.71485, -2.59513, -0.16245], [-3.02871, -1.42999, -0.95157], [-1.97779, -1.28225, -1.89440], [-1.03067, -2.31383, -1.74497], [0.06959, -2.66157, -2.72852], [0.93037, -3.80231, -2.19358], [-0.58669, -3.12988, -4.03782], [0.93589, -1.43685, -3.04932], [-4.29722, -0.58180, -1.16429], [-5.25247, -1.30874, -2.12613], [-5.04952, -0.17555, 0.10857], [-3.92023, 0.73309, -1.86400], [-3.48832, -3.45767, 0.85938], [-2.73021, -4.77176, 1.10396], [-3.65148, -2.82318, 2.24639], [-4.87379, -3.87335, 0.34120], [-0.98693, -3.98069, -0.30926], [-1.96383, -0.55191, -2.69215], [0.33040, -4.70379, -2.06072], [1.39237, -3.55768, -1.23249], [1.73083, -4.03487, -2.89585], [-1.24816, -3.97467, -3.84217], [0.16930, -3.44083, -4.76525], [-1.18406, -2.32990, -4.47813], [1.46544, -1.05327, -2.16324], [0.32768, -0.62849, -3.46105], [1.70427, -1.68161, -3.78614], [-5.66530, -2.22065, -1.70820], [-4.72573, -1.56796, -3.04670], [-6.08422, -0.64753, -2.38492], [-5.38155, -1.02905, 0.68882], [-5.93865, 0.40100, -0.15866], [-4.43666, 0.46782, 0.74458], [-3.59639, 0.57304, -2.89315], [-3.11653, 1.24616, -1.33374], [-4.79222, 1.39042, -1.89749], [-1.74938, -4.60015, 1.55390], [-2.59755, -5.33941, 0.18212], [-3.30530, -5.38505, 1.79922], [-2.67530, -2.60731, 2.68633], [-4.16769, -3.52604, 2.90628], [-4.23749, -1.90923, 2.22405], [-4.80029, -4.30354, -0.65891], [-5.57621, -3.04686, 0.31337], [-5.29574, -4.63041, 1.00671], [-2.27238, 0.10308, 2.53746], [-0.98650, -0.52890, 2.62684], [-0.34699, -0.27558, 3.88312], [0.12456, 1.14956, 3.99572], [1.02382, 1.43969, 2.94369], [2.27042, 1.93825, 3.40847], [-2.91071, -0.23891, 3.35270], [-2.71325, -0.21839, 1.59708], [-2.19039, 1.18754, 2.55409], [0.49694, -0.96277, 3.93035], [-1.04667, -0.51252, 4.69088], [0.58446, 1.30522, 4.97612], [-0.73120, 1.82500, 3.93129], [2.75779, 1.22689, 4.08003], [2.13594, 2.89515, 3.92279], [2.90092, 2.09277, 2.53989], [1.98884, 1.74123, -0.41426], [3.13670, 1.45442, -1.14324], [3.54926, 2.32411, -2.14422], [4.73783, 2.08911, -2.80904], [5.51792, 0.98939, -2.46930], [5.06255, 0.09618, -1.51707], [3.84716, 0.29289, -0.85350], [3.08292, -0.98735, 0.20905], [3.88897, -0.80307, 1.83665], [5.07684, -0.10609, 2.03656], [5.64563, -0.04389, 3.30125], [5.04377, -0.68805, 4.37391], [3.86172, -1.39049, 4.18312], [3.28279, -1.43409, 2.92329], [3.85883, -2.52814, -0.42799], [4.07005, -2.71780, -1.79370], [4.58599, -3.91208, -2.27136], [4.87764, -4.94853, -1.39729], [4.66054, -4.77580, -0.03888], [4.16246, -3.57345, 0.44352], [1.92536, 3.02373, 0.13113], [3.07378, 3.70163, 0.51834], [2.97421, 4.98053, 1.03929], [1.73352, 5.58793, 1.16760], [0.59352, 4.88945, 0.80670], [0.66621, 3.59213, 0.30522], [-0.79653, 2.58227, -0.12711], [-1.07680, 3.08883, -1.85934], [-0.69985, 2.18010, -2.84401], [-0.81491, 2.50595, -4.18752], [-1.31853, 3.74481, -4.55490], [-1.69193, 4.65996, -3.57748], [-1.56529, 4.33857, -2.23481], [-2.11570, 3.38271, 0.85164], [-1.85934, 3.78954, 2.16162], [-2.88346, 4.24034, 2.98003], [-4.18768, 4.28834, 2.50510], [-4.45264, 3.89806, 1.20118], [-3.42605, 3.45228, 0.37904], [2.94660, 3.19509, -2.36919], [5.06169, 2.77063, -3.58446], [6.46297, 0.81522, -2.96576], [5.64679, -0.78717, -1.29496], [5.56304, 0.38908, 1.20514], [6.56969, 0.50038, 3.44749], [5.49530, -0.64317, 5.35622], [3.39107, -1.90074, 5.01407], [2.35668, -1.98168, 2.77574], [3.83884, -1.92863, -2.49595], [4.75431, -4.03401, -3.33409], [5.27672, -5.88175, -1.77188], [4.89120, -5.57383, 0.65476], [4.02594, -3.45745, 1.51026], [4.04498, 3.23858, 0.40456], [3.87341, 5.50297, 1.33841], [1.65313, 6.59592, 1.55143], [-0.37481, 5.35947, 0.92279], [-0.31613, 1.20832, -2.55644], [-0.52020, 1.78987, -4.94439], [-1.42116, 4.00008, -5.60129], [-2.07954, 5.62900, -3.86390], [-1.84905, 5.06134, -1.47950], [-0.84446, 3.77811, 2.54139], [-2.65954, 4.56116, 3.98965], [-4.98757, 4.63857, 3.14379], [-5.46281, 3.94103, 0.81473], [-3.65744, 3.15552, -0.63466]],
  "lowdin_charge": [1.334, -0.130, -0.139, -0.161, -0.158, -0.388, -0.555, -0.044, -0.032, -0.046, -0.516, -0.030, -0.037, -0.070, -0.519, -0.076, -0.051, -0.043, 0.091, 0.095, 0.094, 0.075, 0.083, 0.096, 0.088, 0.085, 0.036, 0.069, 0.094, 0.064, 0.093, 0.089, 0.058, 0.091, 0.065, 0.085, 0.044, 0.093, 0.083, 0.093, 0.087, 0.076, 0.092, 0.060, 0.096, 0.059, 0.087, -0.092, -0.329, -0.160, -0.196, -0.195, -0.072, 0.108, 0.053, 0.071, 0.120, 0.140, 0.138, 0.110, 0.084, 0.104, 0.070, -0.078, -0.291, -0.004, -0.045, -0.057, -0.093, -0.297, 1.088, -0.378, -0.071, -0.064, -0.074, -0.081, -0.140, -0.368, -0.136, -0.074, -0.069, -0.066, -0.080, -0.279, -0.028, -0.053, -0.060, -0.079, -0.272, 1.103, -0.369, -0.117, -0.066, -0.068, -0.064, -0.077, -0.379, -0.140, -0.069, -0.070, -0.062, -0.095, 0.135, 0.115, 0.113, 0.114, 0.102, 0.110, 0.110, 0.111, 0.098, 0.097, 0.113, 0.109, 0.109, 0.093, 0.129, 0.114, 0.111, 0.107, 0.064, 0.109, 0.109, 0.110, 0.110, 0.097, 0.110, 0.109, 0.112, 0.087],
  "relative_energy_ev": 0.000,
  "gap_ev": 7.5,
  "lumo_ev": -1.91,
  "energy_ev": -85749.1739,
  "charge": 1
}